# 1
# C2H8NS

A 2-piece molecular cluster, C2H8NS overall (the ωB97M-V functional and the def2-TZVPD basis, the OMol25 dataset).

E_LUMO   3.35 eV
Net charge   -1
Kohn-Sham gap   5.6 eV

Structure (XYZ):
```
12
Properties=species:S:1:pos:R:3:forces:R:3
S 2.9422 1.4201 4.5188 -0.1039 -0.1029 -0.0150
N -0.6140 0.3321 -2.0927 -0.0988 -0.7715 -0.0144
C -1.1804 -0.9461 -0.0625 -0.1271 0.5083 -0.1960
C -0.0610 -0.4070 -0.9581 0.0766 -0.0641 -0.6540
H -0.0576 1.0071 -2.5778 -0.0021 0.2129 0.2011
H 3.8672 2.3873 4.5452 0.0912 0.0978 -0.0016
H 0.5127 -1.2636 -1.3467 -0.0363 0.1924 0.1323
H -1.1979 -0.4618 0.9119 0.1480 -0.1698 0.0931
H -1.0888 -2.0177 0.0333 -0.0466 -0.2537 0.3195
H -2.1608 -0.7432 -0.5058 0.0743 -0.1008 -0.0859
H 0.6408 0.2090 -0.4023 0.0133 0.0605 0.2446
H -1.6024 0.4839 -2.0632 0.0115 0.3909 -0.0238
```
Forces are in eV/Å.

=====

# 2
# C11H27AlO7PS2

C11H27AlO7PS2 as an isolated structure (the ωB97M-V functional and the def2-TZVPD basis, the OMol25 dataset).

E_LUMO   2.09 eV
Net charge   -1
Kohn-Sham gap   6.8 eV

Structure (XYZ):
```
49
Properties=species:S:1:pos:R:3:forces:R:3
S 0.6351 -3.9880 -2.6008 0.0217 -0.0467 0.0138
S -0.7658 0.2252 6.5938 0.1181 -0.0798 0.0645
P 1.5019 -2.2550 -2.7407 -0.2627 -0.3202 -0.0040
Al -0.0914 -0.4512 -2.9298 -0.1368 0.3350 -0.4906
O -0.7391 1.4279 5.8231 -0.0225 0.0524 -0.0258
O -1.8122 -0.7278 6.3780 -0.0706 -0.0152 -0.0373
O 2.5481 -2.2823 -4.0138 0.1262 -0.0426 -0.0651
O 0.5415 -0.1851 1.0407 0.0315 -0.0216 -0.4001
O 2.5463 -2.0906 -1.4756 0.2495 0.1594 0.0002
O 0.6305 -0.5109 6.5167 -0.0055 0.1236 0.0111
O -1.3873 -1.0050 -3.9855 -0.0769 0.1387 0.4936
C 0.9031 -1.3644 5.3658 0.0974 -0.2660 -0.2258
C -0.6945 0.6451 8.3028 -0.0049 0.0012 0.0382
C 0.3992 0.2482 -0.0892 0.0669 -0.0277 0.3615
C 0.8370 1.1014 -3.7819 0.2107 -0.0248 0.1649
C 1.2988 -0.5930 4.1293 -0.0749 0.1714 0.1411
C -3.2290 1.0852 -3.4974 -0.1278 0.1168 0.0266
C 2.4533 2.8147 -2.6322 -0.1359 -0.0716 0.0482
C -2.6079 -1.4535 -3.4628 -0.0262 -0.2171 -0.2340
C -3.7185 -0.3657 -3.4066 -0.1023 0.0785 0.1095
C 2.2413 1.3891 -3.1885 -0.0041 0.0746 -0.2053
C -0.6865 -0.0783 -1.0336 -0.1644 -0.4320 0.3880
H 0.0347 -1.9998 5.1908 -0.0523 0.0675 0.0413
H -4.4496 -0.5480 -4.2028 0.1768 0.0222 -0.0028
H 2.8133 2.8029 -1.5984 0.0364 0.0288 -0.1157
H 0.2055 1.9954 -3.6806 0.0486 -0.0858 -0.0400
H 0.9251 0.9097 -4.8579 -0.0837 0.0345 0.0767
H 0.2014 1.2339 8.4780 0.0035 0.0101 -0.0040
H 0.4716 -0.0159 3.7228 -0.0126 -0.0241 -0.0193
H -1.5839 1.2337 8.5152 -0.0108 0.0018 -0.0146
H 1.7179 -1.9959 5.7145 -0.0008 0.0245 0.0508
H 2.8448 -1.1742 -1.3979 -0.0983 -0.0496 0.1199
H 2.9935 1.2060 -3.9656 -0.0104 -0.0549 0.1531
H -3.0703 1.5297 -2.5088 0.0890 -0.0963 -0.1268
H 2.1172 0.0922 4.3530 0.0294 -0.0300 -0.0112
H -4.2664 -0.4943 -2.4650 -0.0305 -0.0269 -0.1442
H -1.3848 0.7734 -1.0360 0.1946 0.0189 -0.2683
H -2.9777 -2.2697 -4.0998 0.0496 0.0281 0.0886
H 3.1726 3.3768 -3.2327 -0.0502 0.0220 0.0525
H -2.2954 1.1460 -4.0588 -0.0612 -0.0183 0.0236
H 2.4797 0.6792 -2.3822 -0.0017 0.0369 -0.0367
H 1.1740 0.9519 -0.4652 -0.0676 0.1971 0.0036
H -2.4850 -1.8963 -2.4643 0.0585 0.0947 -0.0226
H -0.6887 -0.2690 8.8891 0.0047 -0.0063 0.0016
H -1.2291 -0.9378 -0.6145 -0.0275 0.1729 -0.0306
H 1.6207 -1.2852 3.3530 -0.0215 -0.0163 -0.0174
H 1.5113 3.3711 -2.6362 0.1019 -0.0330 0.0120
H -3.9658 1.7129 -4.0103 0.0515 -0.0617 0.0858
H 3.3095 -1.7147 -3.8512 -0.0217 0.0569 -0.0288
```
Forces are in eV/Å.

=====

# 3
# C2H3ClN2

The molecule C2H3ClN2 (the ωB97M-V functional and the def2-TZVPD basis, the OMol25 dataset).

E_LUMO   0.26 eV
Net charge   0
Kohn-Sham gap   8.6 eV

Structure (XYZ):
```
8
Properties=species:S:1:pos:R:3:forces:R:3
Cl 3.5529 0.3727 -0.0384 -0.2424 0.4247 -0.0620
N 1.0768 -0.0829 -0.0767 -0.8948 0.6620 0.9219
N 2.1324 -0.6338 -0.1268 4.8143 -2.2869 -1.3454
C -1.4142 0.0838 0.0374 -0.4077 0.1156 -0.0896
C -0.0106 -0.1277 0.3397 -3.1808 1.1692 0.7506
H -1.8037 -0.7926 -0.4825 -0.0393 -0.0189 -0.0306
H -1.9829 0.2269 0.9557 -0.0435 -0.0336 -0.1165
H -1.5508 0.9537 -0.6084 -0.0057 -0.0321 -0.0284
```
Forces are in eV/Å.

=====

# 4
# C5H14

A 2-piece molecular cluster, C5H14 overall (the ωB97M-V functional and the def2-TZVPD basis, the OMol25 dataset).

E_LUMO   1.13 eV
Net charge   0
Kohn-Sham gap   12.2 eV
SMILES   CCC.CC

Structure (XYZ):
```
19
Properties=species:S:1:pos:R:3:forces:R:3
C -1.4715 1.8445 2.0769 1.5352 -0.5573 0.8134
C -0.0464 -0.2217 -1.9850 -0.5950 0.9968 0.2189
C 1.2310 -0.6028 -1.2794 1.3222 -0.5386 0.2177
C 1.0861 -1.9249 -0.5233 0.6571 0.0450 -0.1970
C -0.5718 0.8555 1.3265 -1.2949 -1.4783 0.4416
H -0.8575 2.1792 2.9218 -0.1354 0.4411 -0.1023
H -0.1612 -0.6603 -2.9521 0.2016 -0.6668 -0.6673
H -0.4644 -0.1124 1.8350 0.5133 0.5194 1.0264
H 0.3321 -1.8325 0.2567 0.0517 -0.1947 0.0889
H 2.0642 -2.1727 -0.1055 -0.1574 -0.0177 0.4244
H -0.9225 -0.5315 -1.4148 0.0646 -0.1540 0.1290
H -0.2224 0.8413 -2.1707 0.4373 0.1161 0.2205
H -1.1031 0.3593 0.5088 0.3746 1.1499 -0.9094
H -2.3021 1.3650 2.5887 -0.4908 0.1303 -0.6055
H -1.6893 2.7001 1.4466 -0.5100 0.0153 0.1305
H 0.4114 1.2753 1.1534 -0.0343 -0.1372 -0.6329
H 0.8608 -2.7772 -1.1677 -0.3549 0.1843 -0.1290
H 1.7076 0.1110 -0.5983 -1.0707 0.4109 0.2998
H 2.1188 -0.6952 -1.9174 -0.5142 -0.2646 -0.7676
```
Forces are in eV/Å.

=====

# 5
# C32H48B2N3O14PS

A 3-piece molecular cluster, C32H48B2N3O14PS overall (the ωB97M-V functional and the def2-TZVPD basis, the OMol25 dataset).

E_LUMO   -1.19 eV
Net charge   0
Kohn-Sham gap   7.8 eV
SMILES   [H]/N=C\Cc1cc(P(N)O)c(C[C@H](C)O)c2c1C(=O)c1c(B(O)CC)cc(S(C)(=O)=O)c(B(O)N(C)C)c1C2=O.CCOC(=O)OC.CCOC(=O)OC

Structure (XYZ):
```
101
Properties=species:S:1:pos:R:3:forces:R:3
S 2.9076 0.9190 -1.1820 0.4456 0.0047 -0.4693
P -6.8979 0.4463 1.4487 0.0763 -0.1732 0.3026
O 5.9903 -4.8556 -3.0115 -0.0532 -0.0211 -0.0211
O -2.6195 -2.3636 -3.1936 0.0790 0.1320 0.2287
O -6.3067 3.5584 -0.8563 -0.0675 -0.0540 -0.0631
O 2.4938 4.2010 7.1279 0.0126 0.0052 0.0657
O 7.2693 -3.0151 -2.7434 0.0132 0.0023 -0.0167
O 1.0570 4.3002 5.3838 -0.0180 -0.0146 -0.0810
O -2.4183 2.2367 -1.7670 0.0842 -0.1956 0.2033
O 2.9077 2.3207 -1.4992 -0.2707 0.0199 0.2369
O 3.8068 0.0398 -1.8910 -0.0277 0.0701 0.0648
O 0.2513 3.5131 -1.8316 -0.2159 0.1451 0.2535
O 3.1540 4.0034 4.9782 0.0077 0.0057 -0.0086
O 7.8078 -4.8056 -1.6678 0.0215 0.0304 0.0026
O -7.5166 1.8268 0.8731 -0.2155 -0.1348 0.1897
O -0.7377 -4.1943 -1.8455 0.6721 -0.0975 0.3931
N -0.1816 2.9841 0.4825 1.4412 -0.9002 0.0434
N -8.1840 -0.6375 1.1108 0.4852 -0.0500 -0.2519
N -4.7186 -4.6264 0.6905 -0.0650 -0.0320 0.0321
C -4.5310 2.2799 0.1478 -0.2493 -0.0535 0.2515
C 1.2479 -1.0866 -1.8020 -0.0731 -0.1108 0.0535
C -3.5626 0.2641 -1.0296 -0.0625 0.0741 -0.0435
C -5.3038 -4.2462 -0.3617 -0.0912 0.1079 -0.1201
C -4.5839 0.8210 -0.2455 0.1635 0.0036 -0.1318
C -5.6131 -0.0405 0.1778 -0.3388 0.2009 -0.2490
C -3.5846 -1.0785 -1.4346 0.0411 -0.1382 -0.0313
C -4.9089 3.2722 -0.9655 0.2314 0.3019 -0.1379
C -0.0830 5.9350 6.8052 0.1627 0.0621 -0.0483
C 0.8045 4.0163 0.8926 -0.3059 0.3415 -0.0943
C 1.2275 -3.8761 -3.3896 -0.0619 0.0164 -0.1972
C 1.2736 0.2500 -1.4229 -0.1434 -0.1121 0.1317
C -1.0826 0.3186 -1.5632 0.0004 0.0759 0.0663
C 2.2550 4.1748 5.9497 -0.0049 -0.0232 -0.0742
C 3.2996 0.7265 0.5292 0.2089 -0.1803 0.0682
C 6.9308 -4.2824 -2.5233 0.0469 0.0214 0.0196
C -2.3770 1.0570 -1.4786 -0.0799 0.1522 -0.0711
C 8.0820 -7.1062 -2.4550 0.0231 0.1156 -0.1349
C -4.1025 4.5702 -0.8582 -0.3381 0.0088 0.2296
C -2.4600 -1.5768 -2.2851 -0.0539 -0.0875 -0.1877
C -4.6244 -1.9195 -1.0514 -0.1269 0.1173 -0.1383
C -0.0387 4.5129 6.2919 -0.2334 0.0209 0.1293
C 0.1044 1.0020 -1.2794 -0.1027 0.1654 -0.0912
C 6.4416 -2.3405 -3.6981 -0.0887 0.1411 -0.0362
C -1.1139 -1.0144 -1.9540 0.0070 -0.1395 0.1501
C -5.6119 -1.3642 -0.2435 0.1739 -0.1375 0.0589
C -0.2552 1.9105 1.4804 -0.0791 0.3582 0.0693
C 7.6038 -6.1916 -1.3488 -0.0157 -0.2400 0.1277
C 0.0574 -1.7656 -2.0613 0.2286 -0.0136 0.0371
C 2.4204 -4.4316 -2.5775 -0.0760 0.1236 -0.1257
C 4.5067 3.9138 5.4370 0.0920 -0.0355 -0.0471
C -4.6946 -3.3812 -1.4467 0.3170 -0.1470 0.2472
B 0.0610 2.5570 -0.8677 -0.5926 0.3159 -0.3850
B 0.1366 -3.3050 -2.4271 -0.4812 -0.1140 -0.2301
H 1.7997 3.8233 0.4810 0.0033 -0.0635 0.0577
H -8.0420 1.7444 0.0690 0.1776 0.1806 -0.1597
H 0.7974 -4.6932 -3.9756 0.0071 0.0173 -0.0113
H 4.2134 1.3047 0.6687 -0.0448 0.0384 -0.0022
H -5.2149 2.4543 0.9797 0.0327 0.0635 -0.0485
H 4.8326 4.8702 5.8419 -0.0172 -0.0115 0.0536
H 7.9967 -8.1465 -2.1408 0.0078 -0.0025 0.0223
H -3.7600 -4.2701 0.7202 0.0223 -0.0037 -0.0032
H -0.1073 6.6385 5.9723 -0.0711 -0.0086 -0.0041
H 3.2838 -4.6182 -3.2144 -0.0116 -0.0833 -0.0005
H -0.9751 6.0821 7.4138 -0.0202 -0.0098 -0.0115
H -4.6096 5.2143 -0.1342 0.0872 0.0235 0.0214
H -6.4974 4.2955 -1.4442 0.0082 0.0062 -0.0449
H -3.6838 -3.7565 -1.6179 -0.0454 0.0064 -0.1172
H -5.2254 -3.5078 -2.3908 -0.0417 0.0688 -0.0047
H 6.7450 -1.2987 -3.6825 0.0650 -0.0185 0.0583
H -3.5341 2.5225 0.5199 0.0504 -0.0481 -0.1563
H 2.7504 -3.7303 -1.8074 0.0240 -0.0591 0.0660
H -4.7312 2.8300 -1.9468 0.0853 -0.1553 0.0799
H 8.1835 -6.3515 -0.4417 0.0279 0.0877 -0.0006
H 0.7908 6.1577 7.4152 -0.0144 -0.0404 0.0350
H 6.5527 -6.3599 -1.1155 -0.0268 0.0467 -0.0809
H 5.1009 3.6616 4.5639 -0.0403 0.0145 -0.0309
H 0.6979 1.3930 1.6302 -0.0264 -0.0457 0.0257
H 1.5681 -3.1199 -4.1003 0.0691 0.0154 0.0381
H -0.9271 4.2904 5.7041 0.0531 -0.0249 -0.0743
H -0.9938 1.1637 1.1922 -0.0803 0.0292 0.0454
H -0.5307 2.3396 2.4455 -0.1418 -0.0786 -0.0182
H 2.5170 1.0885 1.1866 -0.0066 0.0561 -0.0640
H -0.1891 3.2717 -2.6506 0.2906 -0.0598 -0.1570
H -4.0748 5.0905 -1.8169 0.0469 0.0126 0.0177
H -6.3394 -4.5642 -0.4980 -0.0002 -0.0373 0.0196
H 6.5972 -2.7582 -4.6915 -0.0433 -0.0472 0.0122
H 2.1369 -5.3650 -2.0932 0.0537 0.0141 0.0932
H 9.1249 -6.8972 -2.6956 0.0195 -0.0420 0.0516
H -6.3935 -2.0276 0.1008 -0.0491 0.0269 0.0294
H 7.4893 -6.9693 -3.3580 -0.0447 -0.0139 0.0280
H -3.0861 4.4037 -0.5087 0.0647 -0.0345 -0.1898
H -1.0090 -3.9164 -0.9650 -0.3949 0.1197 -0.1391
H 5.3929 -2.4174 -3.4208 -0.0080 -0.0301 -0.0124
H 3.5205 -0.3270 0.6893 -0.1367 0.0026 0.1099
H 0.0210 3.7919 7.1067 0.0992 0.0210 0.0141
H 4.6080 3.1401 6.1945 -0.0225 0.0208 0.0349
H 0.8829 4.0353 1.9788 -0.0972 0.0834 0.0255
H -8.0257 -1.5451 1.5323 -0.2348 0.0542 0.1966
H -8.3306 -0.7819 0.1142 -0.1431 -0.0531 0.0288
H 0.5021 4.9991 0.5338 -0.0611 -0.0146 0.0557
H 2.1895 -1.6107 -1.8916 0.0260 0.0421 -0.0594
```
Forces are in eV/Å.